(1)
Molecular formula: C11H15N
Method: DFT, ωB97M-V with the def2-TZVPD basis set

ORCA input file:
```
! RIJCOSX wB97M-V def2-TZVPD def2/J DEFGRID3
* xyz -1 2
C 2.43752 1.00932 -0.43308
C 2.90693 -0.15131 -1.27974
H 2.95999 1.16335 0.52997
H 2.37917 1.94320 -0.96980
H 1.42069 0.67840 -0.12347
H 2.18207 -0.83366 -1.74199
H 3.64396 -0.78533 -0.73975
H 3.51081 0.29199 -2.06775
C -2.37339 -0.32577 -2.10296
C -1.11758 -0.43337 0.24001
C -1.68749 0.21795 -0.89627
C -0.98019 0.57369 1.21476
C -1.68581 1.59204 -0.65735
C -0.53603 -1.72016 0.48822
C -0.56252 0.21227 2.52794
C 0.04820 -1.97883 1.71882
C -0.03717 -1.04216 2.78713
N -1.22123 1.80831 0.65652
H -0.59384 -2.47160 -0.30038
H -2.68031 0.45943 -2.82430
H -3.29465 -0.95564 -1.99203
H -1.86888 2.36219 -1.39237
H -1.10677 2.74962 0.96749
H -0.70541 0.97022 3.26212
H 0.40487 -2.96154 2.05214
H 0.26991 -1.40231 3.81216
H -1.71285 -0.97028 -2.73602
*
```

Output
E_HOMO (spin up / spin down) in eV: 0.8 / -3.0
Orbital gap (spin up / spin down) in hartree: 0.1118 / 0.2464

---

(2)
Molecular formula: C3H9N
Method: DFT, ωB97M-V with the def2-TZVPD basis set

ORCA input file:
```
! RIJCOSX wB97M-V def2-TZVPD def2/J DEFGRID3
* xyz 0 1
C 1.18483 -0.66335 -0.36948
N 0.07794 -0.23372 -0.79969
C -0.26217 -0.41136 -2.22991
H 1.79894 0.01755 0.22062
H 1.60895 -1.60650 -0.74779
H -1.34595 -0.51224 -2.25122
H 0.09248 0.48846 -2.71266
H 0.15356 -1.35753 -2.59572
C -0.62267 0.86393 2.28639
H 0.00501 1.59416 2.78633
H -0.07632 -0.00569 1.94687
H -1.40894 0.54856 2.96681
H -1.20565 1.27774 1.49945
*
```

Output
E_HOMO in eV: -8.9
Orbital gap in hartree: 0.3607

---

(3)
Molecular formula: C6H9FS
Method: DFT, ωB97M-V with the def2-TZVPD basis set

ORCA input file:
```
! RIJCOSX wB97M-V def2-TZVPD def2/J DEFGRID3
* xyz 0 1
F -0.66126 1.42454 -1.41702
C -0.69655 1.50274 -0.00810
C 0.62009 1.98569 0.52556
C 1.57726 0.76498 0.77707
C 1.23435 -0.32162 -0.15134
C -0.11666 -0.90546 0.15495
S -0.44756 -2.46563 -0.16330
C -1.11305 0.09707 0.54532
H -1.51682 2.19991 0.20062
H 0.99132 2.64042 -0.26052
H 0.54038 2.51917 1.44850
H 2.64649 1.02374 0.68437
H 1.38299 0.47676 1.83529
H 1.93309 -1.13911 -0.12915
H 1.28549 0.08528 -1.21729
H -2.10750 -0.14191 0.11974
H -1.07577 0.22443 1.62374
*
```

Output
E_HOMO in eV: -8.6
Orbital gap in hartree: 0.3130

---

no.,DFT total energy (eV)
1,-13138.6208
2,-4745.0508
3,-19920.1243